95
Properties=species:S:1:pos:R:3:mulliken_charge:R:1 method="wB97M-V/def2-TZVPD" e_tot_ev=-100624.849 e_homo_ev=-4.3 mol_weight_g_mol=771.4 homo_lumo_gap_ha=0.23553 charge=-1
C 3.8980 2.0032 3.6467 -0.96
C 2.9117 1.9378 2.6662 -0.35
C 1.7659 0.9731 2.8447 -0.24
Nb 0.1038 1.2658 1.3295 -1.40
C -0.0101 3.5439 1.6228 0.33
Cl 0.5707 4.2668 3.1518 -0.29
C -0.4997 4.4557 0.7594 0.62
C -0.5660 5.9439 0.9547 -1.40
Cl -1.1389 3.9592 -0.7842 -0.15
C -1.3750 0.9448 3.0690 0.05
F -2.6842 1.2947 2.6558 -0.41
C -1.4555 -0.4916 3.5860 -0.19
C -0.6094 -0.7342 4.8427 -1.19
C 1.5570 1.3789 -0.4651 -0.60
Cl 0.6258 1.1689 -2.0218 -0.22
C 2.6670 0.2283 -0.3347 0.63
C 4.0650 0.8182 -0.3228 -1.41
Cl 2.7009 -0.9651 -1.7095 -0.19
H 3.9614 2.8312 4.3420 0.22
H 4.5780 1.1682 3.7682 0.24
H 2.9604 2.6009 1.8056 0.51
H 1.3591 1.1329 3.8426 0.66
H 2.1873 -0.0360 2.8298 0.22
H -1.3195 1.2751 0.1983 0.11
H 0.1189 -0.5410 1.0855 0.08
H -0.7652 6.2162 1.9783 0.39
H 0.3595 6.3712 0.5786 0.28
H -1.3646 6.3544 0.3444 0.38
H -1.0688 1.5869 3.9001 0.35
H -2.4857 -0.7326 3.8472 0.38
H -1.1367 -1.2240 2.8552 0.09
H 0.4503 -0.7598 4.6199 0.11
H -0.8483 -0.0009 5.6092 0.31
H -0.8654 -1.7078 5.2583 0.45
H 2.0347 2.3543 -0.4965 0.52
H 2.4516 -0.4034 0.5112 0.01
H 4.3471 1.0605 -1.3425 0.34
H 4.1444 1.7187 0.2743 0.33
H 4.7678 0.0724 0.0330 0.36
O 5.1872 -0.1674 -4.1698 -0.54
C 4.4334 0.0823 -5.0604 0.69
O 4.8618 0.8854 -6.0652 -0.37
C 4.0930 1.1511 -7.2332 -0.43
C 3.0519 2.2265 -6.9951 -0.89
C 3.0066 -0.4176 -5.0764 -0.75
H 3.6562 0.2298 -7.6233 0.38
H 4.8094 1.4960 -7.9775 0.30
H 2.3320 1.9337 -6.2320 0.23
H 2.5089 2.4431 -7.9163 0.34
H 3.5319 3.1416 -6.6492 0.30
H 2.4086 0.1988 -4.4041 0.14
H 2.9942 -1.4430 -4.7185 0.29
H 2.5524 -0.4195 -6.0655 0.33
O -2.0480 -4.1310 0.7598 -0.60
C -2.2057 -3.6147 -0.3126 0.81
O -1.9264 -2.3223 -0.4726 -0.29
C -1.9577 -1.6482 -1.7349 -0.03
C -3.3718 -1.2667 -2.1151 -0.72
C -2.7766 -4.4010 -1.4757 -1.07
H -1.4592 -2.2429 -2.5035 0.38
H -1.3681 -0.7420 -1.6082 -0.25
H -4.0186 -2.1386 -2.2243 0.24
H -3.3811 -0.7164 -3.0556 0.32
H -3.8079 -0.6387 -1.3372 0.29
H -3.8542 -4.4831 -1.3442 0.25
H -2.3386 -5.3963 -1.4619 0.32
H -2.5694 -3.9706 -2.4519 0.33
O 3.5062 -1.6666 4.4095 -0.44
C 3.4952 -2.3238 5.4042 0.78
O 2.8225 -1.8681 6.4802 -0.38
C 2.6331 -2.6242 7.6702 -0.45
C 3.8453 -2.5676 8.5787 -1.00
C 4.2640 -3.6245 5.4993 -1.15
H 2.3389 -3.6481 7.4319 0.37
H 1.7824 -2.1647 8.1696 0.34
H 4.7301 -2.9904 8.1035 0.28
H 3.6557 -3.1155 9.5027 0.36
H 4.0775 -1.5324 8.8276 0.32
H 5.3171 -3.3951 5.6541 0.28
H 4.1492 -4.1548 4.5578 0.32
H 3.9244 -4.2919 6.2882 0.38
O -5.9008 -1.9844 -5.1762 -0.56
C -6.4567 -0.9455 -4.9696 0.77
O -5.8082 0.0257 -4.3093 -0.33
C -6.3187 1.3455 -4.1204 -0.43
C -7.3010 1.4133 -2.9694 -0.97
C -7.8954 -0.7293 -5.3867 -1.00
H -6.7386 1.7308 -5.0518 0.35
H -5.4502 1.9591 -3.8915 0.34
H -8.1753 0.7853 -3.1419 0.28
H -7.6381 2.4386 -2.8168 0.36
H -6.8275 1.0619 -2.0534 0.29
H -8.5436 -1.2291 -4.6691 0.26
H -8.0364 -1.1773 -6.3668 0.31
H -8.1883 0.3149 -5.4645 0.34